The following is a quantum chemistry calculation of a single C3H4Se molecule at a distorted geometry, from the OMol25 dataset.

Summary:
HOMO level (eV): -8.12
Electronic energy (Eh): -2518.00780
Frontier orbital gap (eV): 8.8
SMILES: C=C=C[SeH]
Energy above the lowest of the compared OMol25 structures with the same formula, charge and spin (kcal per mole): 18.7
Multiplicity: 1

Positions of all 8 atoms, in Å:
C1 1.6197 -0.2943 -0.0136
C2 0.4049 0.3040 0.1087
C3 -0.9144 0.9247 0.2161
Se1 -2.4071 -0.1704 -0.1644
H1 2.2688 -0.6965 0.7878
H2 1.8130 -0.4420 -1.1437
H3 -0.9243 1.9798 -0.0333
H4 -1.8606 -1.6053 0.2424



The following is a quantum chemistry calculation of a molecular structure, C3H4Si at a distorted geometry, from the OMol25 dataset.

Summary:
HOMO level (eV): -7.86
Electronic energy (Eh): -406.01400
Frontier orbital gap (eV): 7.8
Energy above the lowest of the compared OMol25 structures with the same formula, charge and spin (kcal per mole): 36.1
Multiplicity: 1

Positions of all 8 atoms, in Å:
C1 0.7135 -0.4637 0.5229
C2 -0.8421 -0.3324 0.2183
C3 0.1510 -0.4770 -0.7952
Si1 -0.0667 1.3463 0.8612
H1 1.3193 -1.1823 0.8966
H2 -1.8084 -0.7641 0.5308
H3 0.1121 -0.4537 -1.9345
H4 0.4213 2.3270 -0.3002